Entry 1:
Density functional theory data (ωB97M-V with the def2-TZVPD basis set) for one molecule with the formula C5H7NO in a non-equilibrium geometry.

Geometry as ORCA input:
```
! wB97M-V def2-TZVPD RIJCOSX def2/J DEFGRID3
* xyz 0 1
C -0.31 -1.57 -1.77
C 0.54 -0.84 -1.33
C 1.10 0.34 -0.61
N 1.21 0.14 0.85
C -0.11 0.55 1.39
C -1.04 0.44 0.22
O 0.01 1.21 -0.73
H -1.13 -2.15 -2.12
H 2.06 0.69 -1.01
H 1.40 -0.84 1.02
H -0.09 1.61 1.63
H -0.33 -0.05 2.28
H -1.44 -0.61 0.15
H -1.88 1.10 0.04
*
```

## Properties
SMILES	C#C[C@@H]1NCCO1
HOMO	-9.31	eV
energy	-8831.7294	eV
LUMO level	1.0	eV
largest force on an atom	2.2	eV Å⁻¹

Entry 2:
Density functional theory data (ωB97M-V with the def2-TZVPD basis set) for C5H7NO as an isolated structure.

Geometry as ORCA input:
```
! wB97M-V def2-TZVPD RIJCOSX def2/J DEFGRID3
* xyz 0 1
O -0.36 2.21 -0.04
C -1.26 1.45 0.44
N -1.10 0.69 1.50
C -0.32 -1.23 0.68
C 0.95 -1.57 0.00
C 1.04 -0.16 -0.35
C 1.04 1.02 -0.72
H -2.19 1.31 -0.12
H -0.20 0.95 1.90
H -1.24 -1.35 0.12
H -0.40 -1.37 1.75
H 1.75 -1.90 0.67
H 0.88 -2.22 -0.87
H 1.46 1.85 -1.25
*
```

## Properties
HOMO (spin up / spin down)	-8.89 / -8.89	eV
energy	-8830.1695	eV
LUMO level (spin up / spin down)	-0.2 / -0.2	eV
largest force on an atom	0.7	eV Å⁻¹

Entry 3:
Density functional theory data (ωB97M-V with the def2-TZVPD basis set) for one molecule with the formula C5H7NO in a non-equilibrium geometry.

Geometry as ORCA input:
```
! wB97M-V def2-TZVPD RIJCOSX def2/J DEFGRID3
* xyz 0 1
C -0.27 2.47 0.27
C -0.37 1.29 0.50
C -0.15 -0.12 0.46
C 1.50 0.29 0.57
C -0.75 -0.75 -0.85
N -1.36 -1.99 -0.75
O -0.66 -0.18 -1.91
H 0.42 3.26 0.05
H -0.37 -0.75 1.33
H 1.86 -0.41 1.31
H 1.85 1.29 0.93
H 1.92 0.19 -0.42
H -1.82 -2.30 -1.60
H -1.79 -2.32 0.10
*
```

## Properties
SMILES	C#C[C@H](C)C(N)=O
HOMO	-9.03	eV
energy	-8832.7325	eV
LUMO level	0.8	eV
largest force on an atom	2.1	eV Å⁻¹

Entry 4:
Density functional theory data (ωB97M-V with the def2-TZVPD basis set) for one molecule with the formula C5H7NO in a non-equilibrium geometry.

Geometry as ORCA input:
```
! wB97M-V def2-TZVPD RIJCOSX def2/J DEFGRID3
* xyz 0 1
O 0.02 -1.78 1.94
C -0.17 -0.88 1.16
C -1.00 -1.00 -0.13
C -0.20 -0.40 -1.27
C 0.68 0.57 -1.05
C 0.93 1.16 0.31
N 0.18 0.49 1.40
H -1.96 -0.46 -0.05
H -1.25 -2.05 -0.28
H -0.35 -0.80 -2.27
H 1.28 0.98 -1.87
H 0.62 2.21 0.33
H 2.01 1.17 0.53
H -0.78 0.79 1.23
*
```

## Properties
SMILES	O=C1CC=CCN1
HOMO	-9.55	eV
energy	-8834.9255	eV
LUMO level	0.7	eV
largest force on an atom	1.2	eV Å⁻¹

Entry 5:
Density functional theory data (ωB97M-V with the def2-TZVPD basis set) for one molecule with the formula C5H7NO.

Geometry as ORCA input:
```
! wB97M-V def2-TZVPD RIJCOSX def2/J DEFGRID3
* xyz 0 1
O 1.76 1.90 -0.46
C 1.19 0.81 -1.08
C 0.10 0.27 -0.56
C -1.06 -0.67 -0.81
N -1.42 -0.67 0.66
C -0.16 -1.08 1.28
C -0.34 0.32 0.86
H 1.03 2.32 0.01
H 1.74 0.46 -1.95
H -1.83 -0.12 -1.36
H -0.92 -1.67 -1.23
H -0.13 -1.25 2.35
H 0.46 -1.75 0.69
H -0.42 1.12 1.60
*
```

## Properties
SMILES	O/C=C1/CN2C[C@@H]12
HOMO	-8.38	eV
energy	-8832.6318	eV
LUMO level	0.9	eV
largest force on an atom	0.6	eV Å⁻¹

Entry 6:
Density functional theory data (ωB97M-V with the def2-TZVPD basis set) for one molecule with the formula C5H7NO.

Geometry as ORCA input:
```
! wB97M-V def2-TZVPD RIJCOSX def2/J DEFGRID3
* xyz 0 1
C -0.81 -2.22 -1.30
C -1.07 -1.18 -0.75
C -1.30 0.10 -0.06
C -0.24 0.35 1.02
N 1.11 0.21 0.52
C 1.74 1.25 -0.10
O 1.32 2.39 -0.13
H -0.60 -3.14 -1.80
H -2.30 0.11 0.39
H -1.26 0.92 -0.79
H -0.34 1.36 1.41
H -0.38 -0.36 1.85
H 1.43 -0.73 0.30
H 2.70 0.95 -0.56
*
```

## Properties
SMILES	C#CCCNC=O
HOMO	-9.83	eV
energy	-8834.5108	eV
LUMO level	0.9	eV
largest force on an atom	0.5	eV Å⁻¹

Entry 7:
Density functional theory data (ωB97M-V with the def2-TZVPD basis set) for a 2-piece molecular cluster, C5H7NO overall.

Geometry as ORCA input:
```
! wB97M-V def2-TZVPD RIJCOSX def2/J DEFGRID3
* xyz 0 1
C -0.95 -1.26 0.99
C 0.13 -0.50 0.84
C 0.33 0.74 0.08
N -0.66 1.33 -0.63
C 1.64 1.07 0.23
C 2.31 0.11 1.09
O 1.35 -0.80 1.42
H -1.89 -1.01 0.51
H -0.84 -1.71 -2.40
H -0.91 -2.16 1.59
H -0.50 2.25 -1.01
H -1.62 1.11 -0.43
H 2.14 1.93 -0.20
H -0.51 -1.11 -2.10
*
```

## Properties
HOMO	-8.30	eV
energy	-8832.0454	eV
LUMO level	-0.4	eV
largest force on an atom	0.4	eV Å⁻¹

Entry 8:
Density functional theory data (ωB97M-V with the def2-TZVPD basis set) for one molecule with the formula C5H7NO in a non-equilibrium geometry.

Geometry as ORCA input:
```
! wB97M-V def2-TZVPD RIJCOSX def2/J DEFGRID3
* xyz 0 1
C 0.89 1.51 -0.48
C 0.57 0.53 0.36
C 0.27 0.79 1.81
O -0.01 -0.01 2.67
C 0.03 -0.79 0.02
C -1.22 -0.95 -0.81
N 0.05 -1.19 -1.44
H 1.11 2.50 -0.13
H 0.87 1.32 -1.55
H 0.48 1.84 2.09
H 0.26 -1.57 0.73
H -1.88 -1.77 -0.57
H -1.70 -0.03 -1.13
H 0.27 -2.17 -1.57
*
```

## Properties
SMILES	C=C(C=O)[C@H]1CN1
HOMO	-9.64	eV
energy	-8833.8037	eV
LUMO level	0.3	eV
largest force on an atom	2.6	eV Å⁻¹

Result set for relative energy (zero: lowest compared OMol25 entry of this formula, charge and spin): 431.6, 582.1, 334.8, 123.2, 344.6, 163.3, 401.1, 231.5 kJ/mol, one per record in the order listed.